Record 1
The following is a DFT calculation (ωB97M-V/def2-TZVPD) of 3 unconnected molecules or ions with the total composition C24H43ClN4O6P at a distorted geometry.

Results
HOMO level: -11.49 eV
Orbital gap: 6.9 eV
E: -65629.177 eV
Charge: +1

Structure (XYZ):
```
79
Properties=species:S:1:pos:R:3:forces:R:3:mulliken_charge:R:1
C -6.49821 0.65029 -2.57163 0.328 -0.398 0.477 -0.8357
C -6.60443 -0.43366 -1.39788 -0.196 -0.245 -0.589 -0.5434
C -5.48011 -0.24758 -0.27004 -0.683 0.457 0.223 0.2097
C -6.11233 -0.06704 1.20692 0.859 -0.080 -0.208 -0.5302
C -5.64301 -1.22696 2.22328 -1.102 0.732 0.606 -0.9076
C -4.75677 -0.65125 3.44213 -0.428 -1.173 -0.515 -0.8208
C -3.19110 -0.81423 3.17147 -0.303 0.407 0.493 -0.4558
C -2.41140 0.60733 3.06367 -0.428 -0.436 -1.064 -1.1928
C -2.09016 0.79552 1.51914 1.995 -1.296 -1.514 0.6673
C -1.05498 -0.12325 0.83673 -2.705 4.305 -1.752 -0.0602
P -0.10937 -1.43501 1.79132 0.419 -2.891 -1.776 0.3761
N -0.31532 -2.84939 1.07655 0.452 1.400 0.712 -0.7589
C -0.91088 0.15658 -0.63048 0.292 -1.051 1.202 0.1986
C 0.09333 -0.76198 -1.44670 0.274 0.674 0.788 -0.0146
C 1.01956 0.02477 -2.47219 -0.544 -1.642 -1.199 -0.4557
C 2.11846 -1.03519 -2.97890 -0.169 0.328 0.310 -0.0897
Cl 1.36312 -2.12806 -4.27005 0.379 0.678 0.849 -0.2214
C -1.70336 1.25304 -1.31062 -0.296 -0.599 1.781 0.0708
O -1.60845 1.53258 -2.68504 0.588 0.202 2.890 -0.4385
N -2.57916 2.00472 -0.58768 1.952 -1.774 -1.735 -1.1589
N -2.70755 1.72154 0.68857 0.496 -1.352 2.434 1.4702
N -3.67698 2.52265 1.35645 0.857 2.120 -0.259 -0.8406
C -3.17849 3.67206 1.59913 0.191 -0.332 1.335 0.7318
O -2.73361 4.65211 2.03752 -1.025 -1.359 -1.210 -0.3193
H -7.18496 1.50498 -2.30042 0.857 -0.787 -0.656 0.2625
H -6.74540 0.20664 -3.58417 0.013 0.636 1.266 0.3097
H -5.43081 1.02285 -2.64009 -1.203 -0.271 0.033 0.1508
H -7.64809 -0.32807 -0.95532 1.404 -0.203 -0.338 0.2418
H -6.58544 -1.47329 -1.86440 0.188 1.260 0.738 0.3079
H -4.76227 -1.11731 -0.20258 -0.762 0.843 -0.426 0.2673
H -4.88456 0.67707 -0.58093 -0.730 -1.155 0.586 -0.3318
H -5.75249 0.91508 1.64986 -0.542 -1.057 -0.595 0.1703
H -7.24151 0.00270 1.12260 1.403 -0.225 0.198 0.4914
H -6.58131 -1.66196 2.70625 1.219 0.462 -0.705 0.3211
H -5.13512 -2.08246 1.68275 -0.434 1.026 0.656 0.4589
H -5.06247 -1.28040 4.34396 0.694 0.991 -1.018 0.3645
H -5.05616 0.41843 3.64516 0.396 -1.145 -0.181 0.3366
H -2.74205 -1.39917 4.03915 -0.421 0.688 -1.282 0.3929
H -3.06059 -1.38615 2.19633 -0.002 0.514 1.373 0.3873
H -1.44789 0.56536 3.64646 -0.899 0.156 -0.859 0.3860
H -3.04597 1.43381 3.48788 0.731 -0.873 -0.634 0.4331
H -0.57211 -1.46605 3.13771 0.083 0.868 -0.514 0.0535
H 1.28432 -1.09395 1.76760 -0.742 0.661 0.373 0.1397
H 0.62088 -3.17452 0.79759 -0.472 -0.131 0.018 0.3674
H -0.49606 -1.60880 -1.92916 0.675 1.185 0.393 0.3917
H 0.79914 -1.27864 -0.71337 -1.159 0.713 -0.799 -0.1128
H 0.38000 0.22612 -3.39489 1.034 0.205 1.240 0.2932
H 1.48253 0.96530 -2.05532 -0.369 -1.082 -0.336 0.1403
H 2.43575 -1.74135 -2.14849 -0.215 1.023 -1.040 -0.0058
H 3.00351 -0.54551 -3.47212 -0.997 -0.492 0.668 0.3278
H -0.91370 2.23324 -2.73457 -0.633 -0.578 -0.418 0.3907
O 3.25553 -3.20079 0.89219 0.155 0.370 -0.302 -0.5667
C 4.42370 -3.26089 0.58070 -0.046 -0.370 0.053 0.8100
O 4.86610 -2.57183 -0.48199 -0.470 0.433 0.033 -0.3684
C 6.24845 -2.45511 -0.85733 0.342 -0.202 -0.174 -0.3623
C 6.71005 -3.66878 -1.63739 -0.095 -0.218 0.014 -1.0282
C 5.37126 -4.16207 1.32358 0.368 0.253 0.400 -1.1548
H 6.87108 -2.25192 0.01705 -0.092 -0.114 0.029 0.3512
H 6.31618 -1.57258 -1.49660 -0.284 -0.017 0.134 0.3101
H 6.63401 -4.58395 -1.04744 0.100 0.071 0.024 0.2900
H 7.74791 -3.55026 -1.95422 -0.071 0.028 0.009 0.3802
H 6.08511 -3.81277 -2.52158 0.081 0.118 0.020 0.3141
H 5.22603 -5.18846 0.98245 -0.020 0.077 0.039 0.2886
H 5.14474 -4.09954 2.38880 -0.195 -0.159 -0.146 0.3323
H 6.41841 -3.89093 1.21553 -0.005 -0.099 -0.168 0.3760
O 5.01176 1.81995 -2.27960 -0.570 0.180 0.395 -0.5493
C 4.71921 2.55481 -1.36979 0.696 -0.025 -0.372 0.7302
O 3.42185 2.80823 -1.10367 -0.604 -0.426 -0.110 -0.2822
C 2.95481 3.54581 0.03433 0.198 0.314 0.028 -0.2244
C 3.04447 5.03938 -0.20402 0.090 0.124 -0.094 -1.1006
C 5.78606 3.25723 -0.57419 0.071 -0.165 0.576 -1.0562
H 3.47627 3.23019 0.94113 0.076 0.044 -0.081 0.3774
H 1.90621 3.26799 0.16771 0.102 -0.171 -0.177 0.1835
H 4.07308 5.36241 -0.37125 -0.041 -0.037 0.117 0.2925
H 2.64663 5.59030 0.65071 0.008 -0.035 -0.046 0.3834
H 2.47956 5.31675 -1.09689 -0.043 -0.055 0.103 0.3228
H 6.15220 4.11087 -1.14706 -0.008 -0.084 0.025 0.2789
H 6.60570 2.55848 -0.40279 -0.016 0.097 -0.275 0.2959
H 5.45963 3.59467 0.40681 -0.049 0.163 -0.072 0.3597
```
Positions in Å, forces in eV/Å.



Record 2
The following is a DFT calculation (ωB97M-V/def2-TZVPD) of 2 unconnected molecules or ions with the total composition C29H28F3N3O4 at a distorted geometry.

Results
HOMO level: -6.09 eV
Orbital gap: 3.1 eV
E: -51335.893 eV
Energy above the lowest of the compared OMol25 structures with the same formula, charge and spin: 3.36 kcal per mole

Structure (XYZ):
```
67
Properties=species:S:1:pos:R:3:forces:R:3:mulliken_charge:R:1
C -2.68542 5.06408 -0.36200 0.333 0.350 -0.039 -0.9611
N -2.41794 3.65179 -0.20668 -0.496 -0.375 0.081 0.2749
C -3.42203 2.76561 0.05859 -1.096 0.480 0.373 0.2489
O -4.60521 3.05071 0.23139 1.722 -0.539 -0.376 -0.6982
C -2.79283 1.37519 0.13387 -0.573 0.094 0.499 -0.0483
C -3.29975 0.42827 -0.95724 0.068 -0.139 -0.346 -0.5619
C -4.78041 0.15081 -0.82679 -0.080 -0.109 -0.019 0.4893
C -5.64692 0.47905 -1.87372 -0.033 0.097 0.431 -0.3776
C -7.02603 0.34262 -1.70249 0.132 -0.159 0.182 -0.5822
C -7.53401 -0.16693 -0.50052 0.280 0.036 -0.095 -0.4238
C -6.65958 -0.55356 0.52229 0.229 0.047 -0.144 -0.7222
C -5.27914 -0.40233 0.35721 -0.341 0.234 -0.284 -0.2152
N -1.36085 1.66206 0.01313 1.342 -1.778 -0.013 0.6172
C -0.45829 0.65817 0.05291 -1.207 1.062 0.026 0.2522
C 0.91093 0.86607 -0.08320 1.579 0.202 -0.160 0.2920
C 1.90600 -0.10211 -0.05023 -1.583 0.785 -0.004 -0.5389
C 3.30005 0.21687 -0.18969 2.210 0.708 -0.231 0.3566
C 4.30748 -0.79927 -0.13742 -1.262 0.135 0.107 -0.1669
C 5.65434 -0.51185 -0.24970 0.827 0.996 -0.215 -0.5832
C 6.07424 0.82332 -0.44698 -2.505 -0.826 0.252 -0.0476
N 7.45224 1.14786 -0.60934 3.656 0.796 -0.384 0.9365
O 7.76100 2.34915 -0.79846 -0.823 -2.290 0.384 -0.5777
O 8.30398 0.23147 -0.56163 -1.992 1.641 -0.041 -0.5664
C 5.11848 1.85346 -0.50574 0.282 -0.172 -0.009 -0.7116
C 3.77000 1.56015 -0.37747 -0.292 -0.780 0.152 -0.3881
C -1.06697 3.09703 -0.22960 0.013 0.774 -0.227 0.1336
C -0.43580 3.36258 -1.60872 -0.111 -0.237 -0.136 -1.5329
C -0.22497 3.74203 0.88603 -0.149 -0.162 0.221 -1.5413
H -3.76247 5.23870 -0.30880 0.209 -0.224 0.027 0.3762
H -2.18923 5.63843 0.42899 -0.161 -0.034 -0.101 0.3051
H -2.31158 5.41714 -1.32945 -0.121 -0.016 0.123 0.3089
H -3.02011 0.95160 1.12939 0.184 0.200 -0.373 0.3016
H -3.08877 0.88282 -1.93934 -0.020 -0.192 0.258 0.3167
H -2.72403 -0.50915 -0.89046 -0.173 0.223 -0.087 0.4549
H -5.22454 0.88409 -2.79793 -0.257 -0.100 0.274 0.3143
H -7.69788 0.64577 -2.50599 0.130 -0.139 0.242 0.3656
H -8.61136 -0.26463 -0.36188 0.311 0.023 -0.040 0.3684
H -7.04322 -0.96188 1.45824 0.040 0.106 -0.301 0.3707
H -4.57933 -0.67607 1.15241 -0.354 0.000 -0.175 0.3639
H -0.85654 -0.35296 0.20529 0.120 0.403 -0.010 0.6835
H 1.22246 1.89601 -0.23232 -0.098 -0.443 0.080 -0.8751
H 1.61665 -1.13619 0.09458 0.255 -0.731 0.077 1.0264
H 3.98262 -1.83127 -0.00147 -0.059 0.137 0.008 0.3446
H 6.40973 -1.28986 -0.19598 -0.205 0.077 -0.025 0.5207
H 5.45853 2.87513 -0.65371 -0.095 -0.242 0.031 0.4662
H 3.05863 2.38548 -0.41818 0.305 -0.186 -0.018 0.2643
H -1.12669 3.05048 -2.40416 0.196 0.069 0.206 0.3400
H -0.23286 4.43639 -1.71566 -0.076 -0.317 0.036 0.4730
H 0.50519 2.82260 -1.73651 -0.172 0.185 -0.068 0.4155
H -0.77800 3.71167 1.83470 0.165 0.004 -0.223 0.3752
H 0.72742 3.22624 1.02525 -0.158 0.190 0.032 0.3735
H -0.01517 4.78898 0.62904 -0.082 -0.321 0.075 0.4605
F 1.05397 -7.16848 -0.51468 -0.166 0.839 -0.242 -0.3084
C 1.16071 -5.80275 -0.41162 0.344 0.012 0.136 1.0280
F 1.67540 -5.35953 -1.59570 -0.637 -0.347 0.340 -0.2657
F -0.11514 -5.32139 -0.30559 0.568 -0.300 -0.413 -0.2838
C 2.00649 -5.40517 0.74997 -0.085 1.421 -0.192 -0.2539
C 2.21290 -3.96123 1.00794 0.738 -1.940 1.185 0.1087
O 1.87610 -3.05394 0.21160 -0.641 1.036 -0.666 -0.9340
C 2.90124 -3.68624 2.25368 -0.298 -0.010 -0.734 -0.2713
C 3.45957 -4.68787 3.02123 -0.082 -0.300 -0.029 -0.4401
C 3.33237 -6.03362 2.65764 0.101 -0.322 0.034 -0.5073
C 2.59472 -6.38010 1.52196 0.261 0.166 0.700 -0.4106
H 2.99735 -2.63390 2.52963 0.048 -0.208 -0.016 0.3790
H 4.00970 -4.42582 3.92657 -0.122 -0.066 -0.175 0.3489
H 3.78440 -6.82586 3.25331 -0.061 0.266 -0.072 0.3328
H 2.46816 -7.42594 1.25020 0.019 0.216 0.111 0.4069
```
Positions in Å, forces in eV/Å.



Record 3
The following is a DFT calculation (ωB97M-V/def2-TZVPD) of a single C10H16Br2FNO molecule at a distorted geometry.

Results
HOMO level: -9.48 eV
Orbital gap: 9.9 eV
E: -156967.735 eV
SMILES string: C[C@@H](Br)[C@@H](Br)[C@@H]1NC(=O)C[C@H]1CCCF

Structure (XYZ):
```
31
Properties=species:S:1:pos:R:3:forces:R:3:mulliken_charge:R:1
C -1.87677 -1.10898 -2.97733 1.465 -0.263 -0.501 -1.0563
C -1.42936 -2.08276 -1.77552 -1.871 0.105 0.176 -0.1949
Br 0.09992 -3.28041 -2.28225 -0.887 0.746 0.265 -0.1229
C -1.21860 -1.33847 -0.38267 0.061 0.077 -1.225 -0.6803
Br -1.07210 -2.75148 1.01414 -0.055 0.646 -0.480 -0.1229
C -0.03834 -0.25951 -0.36142 0.276 0.877 0.019 0.1699
N 0.78713 -0.11461 -1.62976 -0.161 1.820 -0.987 -0.1751
C 2.05594 0.58833 -1.43107 1.090 -0.198 1.614 0.1515
O 2.89195 0.98672 -2.24859 -2.881 -1.209 1.677 -0.6108
C 2.10841 0.79280 0.14999 0.357 -0.913 -0.025 -0.6013
C 1.11516 -0.34766 0.73292 0.195 1.686 -0.256 -0.0490
C 0.79330 -0.06941 2.26874 0.535 0.259 0.421 -0.6746
C 0.53234 1.45764 2.64605 -0.640 0.302 0.700 -0.6567
C -0.76417 2.08603 1.95557 1.514 0.337 -0.313 -0.1989
F -1.79492 1.10158 1.85357 1.011 1.264 0.069 -0.2938
H -2.73446 -1.54136 -3.59345 1.034 0.626 1.152 0.3186
H -0.97707 -1.06565 -3.68837 -1.363 0.215 0.965 0.2817
H -2.09374 -0.04476 -2.62280 0.069 -1.520 -0.407 0.2718
H -2.31018 -2.80030 -1.62214 1.522 0.889 -0.057 0.5464
H -2.19170 -0.77673 -0.15652 1.431 -0.987 -0.206 0.4508
H -0.62767 0.72727 -0.39693 0.920 -1.310 1.109 0.1837
H 0.25644 0.59986 -2.16550 0.456 -1.253 -0.552 0.3029
H 3.11261 0.61004 0.66787 -1.155 0.765 -1.133 0.3433
H 1.75260 1.88003 0.25328 0.441 -1.615 0.286 0.2434
H 1.71699 -1.31641 0.61079 -1.279 1.144 0.140 0.3570
H -0.05901 -0.67771 2.69702 0.984 0.609 -0.841 0.3008
H 1.73000 -0.38745 2.85428 -1.313 0.434 -0.817 0.3718
H 1.43750 2.12631 2.42947 -1.333 -0.939 0.127 0.2945
H 0.36691 1.54433 3.77969 0.312 -0.389 -1.557 0.3817
H -1.12996 3.01560 2.50174 0.165 -1.479 -0.489 0.3346
H -0.43910 2.44713 0.91919 -0.902 -0.727 1.125 0.1331
```
Positions in Å, forces in eV/Å.